# 1
The following is a quantum chemistry calculation of a 9-piece molecular cluster, C46H94N2O16S7 overall, from OMol25.

Structure (XYZ):
```
165
C46H94N2O16S7 (ωB97M-V/def2-TZVPD)
C -2.423 4.005 1.271
C -2.275 2.636 1.970
C -1.957 1.603 0.898
C -1.116 2.770 2.971
C -1.006 1.610 3.948
C -2.306 1.518 4.747
C -3.492 1.355 3.809
C -3.500 -0.078 3.271
C -4.767 1.560 4.663
N -3.482 2.379 2.762
O -4.642 2.363 1.960
H -2.726 4.809 1.947
H -1.567 4.298 0.669
H -3.306 3.937 0.627
H -1.838 0.583 1.260
H -2.847 1.536 0.267
H -1.053 1.894 0.364
H -0.176 2.803 2.404
H -1.153 3.746 3.460
H -0.696 0.687 3.444
H -0.106 1.748 4.561
H -2.280 2.437 5.336
H -2.220 0.648 5.400
H -2.554 -0.402 2.828
H -4.203 -0.215 2.448
H -3.650 -0.839 4.040
H -5.668 1.784 4.094
H -4.630 2.422 5.319
H -4.933 0.653 5.243
H -5.046 3.220 2.132
C -1.951 1.178 -2.703
C -3.223 1.572 -3.477
C -4.520 1.435 -2.648
C -2.993 3.062 -3.815
C -3.827 3.526 -5.013
C -3.401 2.638 -6.191
C -3.799 1.182 -5.967
C -5.353 1.012 -6.038
C -3.187 0.384 -7.116
N -3.229 0.753 -4.695
O -3.517 -0.610 -4.460
H -1.570 1.829 -1.917
H -2.084 0.172 -2.292
H -1.129 1.185 -3.421
H -4.331 1.756 -1.621
H -5.321 2.020 -3.090
H -4.760 0.379 -2.504
H -3.327 3.642 -2.951
H -1.968 3.325 -4.071
H -4.899 3.564 -4.808
H -3.618 4.552 -5.333
H -2.314 2.645 -6.287
H -3.829 3.026 -7.117
H -5.621 1.299 -7.054
H -5.786 1.670 -5.284
H -5.750 0.020 -5.828
H -3.498 -0.660 -7.162
H -2.101 0.318 -6.976
H -3.308 0.868 -8.086
H -4.347 -0.608 -3.953
O -3.439 -3.809 1.577
S -2.587 -4.491 0.637
O -2.308 -3.922 -0.669
C -0.951 -4.793 1.445
C -1.003 -6.218 1.928
C -1.742 -7.055 0.912
C -3.027 -6.310 0.541
H -0.738 -3.998 2.154
H -0.278 -4.624 0.602
H -0.054 -6.698 2.169
H -1.605 -6.182 2.845
H -1.886 -8.094 1.208
H -1.105 -7.146 0.022
H -3.813 -6.632 1.224
H -3.390 -6.546 -0.459
O 4.477 -0.002 6.962
S 4.355 -1.105 6.027
O 4.756 -2.445 6.427
C 2.636 -1.134 5.411
C 2.700 -0.239 4.151
C 4.025 -0.483 3.446
C 5.125 -0.612 4.476
H 2.031 -0.734 6.222
H 2.259 -2.129 5.183
H 1.852 -0.422 3.491
H 2.568 0.810 4.421
H 4.250 0.414 2.863
H 3.941 -1.309 2.738
H 5.534 0.379 4.681
H 5.980 -1.254 4.278
O 4.811 3.049 0.589
S 4.966 4.061 -0.420
O 4.860 5.445 -0.008
C 6.485 3.719 -1.416
C 6.066 3.666 -2.899
C 4.626 3.161 -2.929
C 3.807 3.785 -1.794
H 6.787 2.738 -1.057
H 7.184 4.516 -1.177
H 6.176 4.649 -3.358
H 6.729 2.984 -3.427
H 4.629 2.078 -2.765
H 4.114 3.273 -3.884
H 2.960 3.226 -1.409
H 3.564 4.808 -2.080
O 2.869 -0.164 -1.557
S 1.514 0.375 -1.567
O 1.034 1.233 -2.619
C 0.336 -1.013 -1.327
C -0.308 -0.766 0.054
C 0.646 0.056 0.931
C 1.193 1.148 0.025
H 0.769 -2.002 -1.475
H -0.343 -0.836 -2.162
H -1.186 -0.189 -0.237
H -0.504 -1.657 0.647
H 1.473 -0.592 1.226
H 0.030 0.353 1.777
H 2.146 1.554 0.364
H 0.468 1.950 -0.113
O -3.424 -5.548 -5.010
S -2.689 -5.372 -3.766
O -3.336 -5.831 -2.561
C -1.037 -6.070 -3.857
C -0.110 -4.931 -3.445
C -0.657 -3.623 -4.005
C -2.130 -3.596 -3.682
H -0.903 -6.343 -4.908
H -0.962 -7.030 -3.350
H -0.080 -4.775 -2.368
H 0.899 -5.049 -3.838
H -0.579 -3.409 -5.076
H -0.099 -2.824 -3.513
H -2.876 -3.101 -4.295
H -2.191 -3.310 -2.629
O 1.797 4.542 1.138
S 1.697 4.012 2.488
O 1.288 2.636 2.783
C 3.171 4.358 3.420
C 2.722 5.146 4.661
C 1.574 6.053 4.216
C 0.608 5.199 3.388
H 3.776 4.982 2.758
H 3.750 3.452 3.581
H 2.290 4.506 5.433
H 3.517 5.731 5.119
H 1.879 6.962 3.693
H 1.006 6.490 5.043
H 0.109 5.787 2.621
H -0.119 4.549 3.872
O 2.057 -3.496 1.062
S 2.774 -4.268 0.066
O 2.078 -4.897 -1.046
C 4.169 -3.224 -0.490
C 5.474 -3.942 -0.236
C 5.320 -4.966 0.869
C 3.912 -5.553 0.803
H 4.116 -2.433 0.264
H 4.098 -2.815 -1.492
H 5.741 -4.427 -1.183
H 6.338 -3.287 -0.111
H 5.509 -4.632 1.889
H 5.978 -5.819 0.696
H 3.430 -5.827 1.742
H 3.829 -6.437 0.172
```

Values from the calculation:
Energy relative to the best compared isomer or geometry (same formula, charge and spin) = 0.0 kcal/mol
E = -160806.0233 eV
E_LUMO = 0.090 eV
Maximum force = 0.072 Eh/bohr

Here are the Mulliken charges for atoms 1 to 2, given in e:
1 C -2.704
2 C 2.276

# 2
The following is a quantum chemistry calculation of a 7-piece molecular cluster, C46H95O14PS6 overall, from OMol25.

Structure (XYZ):
```
162
C46H95O14PS6 (ωB97M-V/def2-TZVPD)
C -3.169 15.096 -0.143
O -4.176 15.375 -1.094
C -4.800 14.224 -1.627
C -3.972 13.503 -2.717
C -3.675 12.023 -2.403
C -2.339 11.799 -1.669
C -2.255 10.385 -1.043
C -0.848 9.724 -1.121
C -0.881 8.406 -1.912
C 0.485 7.698 -2.006
C 0.360 6.155 -2.025
C 1.449 5.470 -2.871
C 1.004 5.189 -4.320
P -0.160 3.759 -4.377
C 0.867 2.252 -4.671
C 0.099 1.284 -5.584
C 0.505 -0.193 -5.447
C 0.456 -0.718 -4.001
C 0.031 -2.197 -3.889
C -0.857 -2.500 -2.663
C -0.144 -3.088 -1.436
C 0.695 -4.356 -1.662
C -0.092 -5.675 -1.713
O -0.237 -6.161 -3.050
C -1.541 -6.033 -3.583
H -3.166 15.913 0.582
H -3.370 14.159 0.390
H -2.188 15.022 -0.626
H -5.047 13.520 -0.819
H -5.747 14.575 -2.046
H -4.561 13.533 -3.642
H -3.052 14.059 -2.911
H -3.646 11.439 -3.327
H -4.486 11.627 -1.781
H -1.512 11.900 -2.379
H -2.220 12.557 -0.887
H -2.595 10.403 -0.003
H -2.947 9.745 -1.607
H -0.152 10.423 -1.596
H -0.497 9.501 -0.107
H -1.611 7.740 -1.435
H -1.265 8.626 -2.915
H 0.990 8.019 -2.925
H 1.082 8.011 -1.145
H 0.454 5.793 -0.993
H -0.640 5.863 -2.359
H 2.327 6.130 -2.896
H 1.774 4.540 -2.391
H 0.474 6.064 -4.713
H 1.886 5.017 -4.953
H -0.746 3.941 -5.653
H 1.060 1.822 -3.683
H 1.842 2.486 -5.117
H 0.288 1.598 -6.619
H -0.986 1.359 -5.432
H -0.197 -0.777 -6.057
H 1.497 -0.329 -5.890
H -0.197 -0.070 -3.404
H 1.455 -0.624 -3.564
H 0.934 -2.811 -3.895
H -0.529 -2.479 -4.791
H -1.700 -3.125 -2.970
H -1.297 -1.542 -2.354
H 0.461 -2.323 -0.935
H -0.926 -3.360 -0.708
H 1.403 -4.433 -0.827
H 1.303 -4.313 -2.567
H -1.062 -5.613 -1.208
H 0.496 -6.438 -1.191
H -1.460 -6.008 -4.670
H -2.017 -5.106 -3.245
H -2.176 -6.870 -3.265
O 3.636 -7.912 -0.852
S 2.556 -8.843 -0.648
O 1.607 -8.648 0.422
C 1.678 -9.059 -2.192
C 2.411 -10.210 -2.874
C 2.672 -11.253 -1.777
C 3.230 -10.508 -0.558
H 1.697 -8.123 -2.747
H 0.650 -9.326 -1.948
H 1.823 -10.622 -3.692
H 3.358 -9.855 -3.285
H 1.734 -11.743 -1.510
H 3.363 -12.026 -2.109
H 2.924 -10.955 0.385
H 4.314 -10.417 -0.593
O -0.758 -10.419 3.374
S 0.530 -10.722 3.957
O 1.176 -11.988 3.698
C 1.658 -9.387 3.594
C 1.471 -8.417 4.756
C 1.397 -9.281 6.022
C 0.439 -10.443 5.730
H 1.419 -8.965 2.621
H 2.663 -9.809 3.583
H 2.287 -7.696 4.803
H 0.540 -7.864 4.635
H 2.390 -9.674 6.253
H 1.058 -8.708 6.884
H 0.725 -11.357 6.244
H -0.589 -10.190 5.974
O -2.575 1.335 -1.408
S -1.674 1.361 -0.283
O -0.354 1.927 -0.408
C -2.519 2.098 1.109
C -3.197 0.920 1.800
C -2.161 -0.215 1.810
C -1.562 -0.296 0.401
H -3.207 2.856 0.742
H -1.761 2.551 1.745
H -3.519 1.183 2.807
H -4.078 0.614 1.232
H -1.375 0.015 2.533
H -2.606 -1.166 2.100
H -0.517 -0.594 0.404
H -2.133 -0.953 -0.252
O 4.826 -0.118 -0.297
S 3.992 0.590 -1.237
O 3.118 -0.134 -2.129
C 3.077 1.846 -0.365
C 3.992 3.063 -0.403
C 4.562 3.123 -1.829
C 5.030 1.709 -2.192
H 2.854 1.496 0.638
H 2.151 2.024 -0.913
H 3.448 3.972 -0.144
H 4.806 2.940 0.316
H 3.780 3.440 -2.521
H 5.381 3.838 -1.911
H 4.907 1.478 -3.247
H 6.061 1.531 -1.892
O -1.555 -7.373 5.680
S -2.734 -8.178 5.900
O -2.705 -9.281 6.829
C -4.096 -7.089 6.301
C -4.704 -6.743 4.945
C -4.738 -8.058 4.153
C -3.367 -8.728 4.313
H -3.715 -6.231 6.850
H -4.792 -7.653 6.921
H -5.696 -6.308 5.055
H -4.072 -6.015 4.431
H -5.517 -8.706 4.560
H -4.967 -7.891 3.102
H -3.421 -9.813 4.322
H -2.658 -8.407 3.553
O 2.306 2.041 2.635
S 1.819 2.393 3.947
O 0.512 1.973 4.384
C 3.050 1.919 5.155
C 3.958 3.140 5.259
C 3.024 4.358 5.284
C 1.995 4.169 4.162
H 3.553 1.019 4.811
H 2.528 1.725 6.091
H 4.586 3.092 6.147
H 4.613 3.190 4.387
H 2.514 4.408 6.248
H 3.572 5.291 5.156
H 1.020 4.584 4.405
H 2.344 4.576 3.215
```

Values from the calculation:
E = -152205.2041 eV
E_LUMO = 0.277 eV
Maximum force = 0.016 Eh/bohr

Here are the Mulliken charges for atoms 1 to 2, given in e:
1 C -0.698
2 O -0.430